{"formula": "C16H17BrN2O6", "method": "wB97M-V/def2-TZVPD", "species": ["C", "H", "O", "C", "C", "H", "H", "O", "C", "O", "C", "C", "N", "C", "O", "N", "H", "C", "C", "C", "C", "C", "C", "C", "H", "O", "C", "O", "H", "H", "H", "Br", "H", "H", "C", "H", "H", "H", "H", "H", "H", "H"], "xyz": [[3.45808, 2.05835, 2.66831], [3.99520, 2.23934, 1.68129], [3.95110, 1.07816, 3.35649], [4.14008, -0.09632, 2.89837], [2.81943, -0.67462, 2.79626], [2.07572, -0.26732, 3.34854], [2.94474, -1.86918, 3.55664], [2.59347, -1.15830, 1.36036], [1.71196, -0.40531, 0.76021], [1.00704, 0.49518, 1.38889], [1.51028, -0.95719, -0.65934], [2.03061, -1.87793, -1.32949], [1.49518, -1.86759, -2.51832], [0.83786, -1.26030, -3.36313], [0.68754, -1.28923, -4.58609], [0.48440, -0.10282, -2.55735], [-0.16595, 0.69124, -3.11897], [0.47228, 0.16041, -1.15479], [-0.98752, -0.01676, -0.81551], [-1.60691, 0.97930, -0.04546], [-2.83630, 1.01548, 0.39749], [-3.34254, -0.46955, 0.50863], [-2.74507, -1.50765, -0.17928], [-1.47883, -1.38655, -0.57767], [-0.90877, -2.04810, -1.40678], [-3.61312, -2.52434, -0.10254], [-4.78924, -1.96455, 0.69603], [-4.64891, -0.82735, 0.74777], [-5.54732, -2.33675, 0.05639], [-4.91241, -2.69241, 1.58882], [-3.38742, 1.73570, 0.77418], [-0.84392, 2.93939, -0.15108], [0.80277, 1.14512, -1.09265], [1.89485, -2.76745, -2.96701], [2.79649, -2.87049, -0.58815], [3.74769, -2.66292, -0.48291], [2.35910, -3.21841, 0.13239], [2.90330, -3.91886, -1.16593], [4.66931, -0.11770, 1.90210], [5.00560, -0.82385, 3.60053], [3.38819, 2.99343, 3.32701], [2.60637, 1.67146, 2.49010]], "homo_ev": -8.174, "lumo_ev": -0.040, "orbital_gap_ev": 8.134, "spin_multiplicity": 1, "charge": 0, "e_tot_ev": -102159.97697, "fmax_ev_per_a": 18.680}